{
  "formula": "C8H8N2OS2",
  "method": "ωB97M-V/def2-TZVPD",
  "orbital_gap_ev": 9.131,
  "smiles": "Oc1cccnc1SC1=NCCS1",
  "lumo_ev": 0.31,
  "relative_energy_ev": 0.015,
  "energy_ha": -1290.7571,
  "species": ["S", "S", "O", "N", "N", "C", "C", "C", "C", "C", "C", "C", "C", "H", "H", "H", "H", "H", "H", "H", "H"],
  "positions_angstrom": [[0.85743, -2.05684, 0.18861], [2.39300, 0.43580, 1.23270], [-0.95397, -0.38708, -1.69848], [1.64627, -0.02288, -1.25863], [-1.29607, -1.74191, 1.72465], [-2.50640, -1.23832, 2.03667], [-1.46527, -0.72765, -0.46787], [-0.78772, -1.48615, 0.48126], [1.64019, -0.51512, -0.04636], [3.07838, 1.53238, -0.06207], [-3.23611, -0.50401, 1.11121], [2.23763, 1.32862, -1.31332], [-2.74794, -0.28528, -0.17095], [4.11522, 1.22915, -0.24630], [-3.31326, 0.26222, -0.92515], [3.04785, 2.55317, 0.24740], [2.92167, 1.49482, -2.17532], [-2.91847, -1.45855, 3.01771], [-4.16490, -0.08195, 1.46998], [1.42442, 2.10220, -1.34279], [0.02805, -0.43262, -1.80293]],
  "forces_ev_per_angstrom": [[0.07, -0.99, 0.38], [-0.11, -0.04, -0.45], [-0.98, -0.30, 0.53], [0.47, -0.01, 1.53], [-0.30, 0.51, -0.87], [1.18, -0.57, -0.94], [0.72, 0.27, -1.55], [-0.73, 0.29, 1.96], [0.27, 1.56, -2.39], [0.45, -0.65, 0.19], [-0.16, 0.14, -0.04], [-0.16, 0.31, 0.10], [-0.32, 0.21, 0.58], [-0.17, 0.09, 0.15], [0.21, -0.07, 0.24], [0.10, 0.64, 0.40], [-0.85, -0.41, 0.24], [0.27, 0.04, -0.07], [-0.22, 0.00, -0.39], [0.46, -0.81, -0.16], [-0.23, -0.20, 0.55]]
}

---

{
  "formula": "C8H8N3O",
  "method": "ωB97M-V/def2-TZVPD",
  "orbital_gap_ev": 8.329,
  "lumo_ev": -5.27,
  "charge": 1,
  "relative_energy_ev": 4.615,
  "energy_ha": -548.6942,
  "species": ["O", "N", "N", "N", "C", "C", "C", "C", "C", "C", "C", "C", "H", "H", "H", "H", "H", "H", "H", "H"],
  "positions_angstrom": [[-0.00432, -1.31589, -0.77491], [-0.61429, -0.83967, 0.46108], [1.08597, -0.06851, -1.28223], [0.67958, 1.17055, -1.31502], [-1.39796, 0.25705, 0.38350], [-1.12689, -1.25240, 2.69175], [-0.56410, -1.66027, 1.50362], [2.05595, -0.34302, -2.14925], [-2.01419, 0.69532, 1.56828], [1.50985, 1.76939, -2.16237], [-1.84637, -0.09252, 2.67022], [2.48856, 0.87419, -2.63817], [-1.10033, 0.85094, -0.60641], [0.06218, -2.49473, 1.14203], [-2.67350, 1.52893, 1.42978], [-2.29332, 0.25578, 3.61956], [3.13638, 1.05334, -3.45092], [-1.07286, -1.83707, 3.63280], [1.48420, 2.83792, -2.38247], [2.20547, -1.38934, -2.34086]],
  "forces_ev_per_angstrom": [[1.22, 3.63, 0.84], [-0.58, 0.40, -2.39], [-2.08, -1.07, 1.53], [-1.03, 0.25, 0.18], [1.79, 1.65, -1.47], [0.40, -1.62, 0.36], [1.83, -0.90, -0.76], [0.57, -1.51, -0.47], [0.37, -0.82, -2.84], [0.85, 0.51, 0.33], [-1.18, 1.44, 2.20], [-1.79, -0.77, -0.09], [-1.59, -1.04, 2.23], [-0.46, -0.16, 1.46], [-0.04, 0.44, 0.65], [0.19, -0.32, -0.61], [0.91, 0.02, -0.35], [0.14, 0.29, -1.02], [-0.32, -0.41, 0.41], [0.79, -0.02, -0.20]]
}

---

{
  "formula": "C8H8N3O4PdS3",
  "method": "ωB97M-V/def2-TZVPD",
  "orbital_gap_ev": 6.993,
  "lumo_ev": 2.05,
  "charge": -1,
  "relative_energy_ev": 0.066,
  "energy_ha": -2097.4168,
  "species": ["Pd", "S", "S", "S", "O", "O", "O", "O", "N", "N", "N", "C", "C", "C", "C", "C", "C", "C", "C", "H", "H", "H", "H", "H", "H", "H", "H"],
  "positions_angstrom": [[0.11933, -0.49844, 0.12210], [-1.39157, -0.10126, 2.34798], [0.40071, -2.45404, -1.05935], [3.09995, -3.46055, -2.00424], [-2.09677, 1.17120, 2.27041], [0.09932, 0.10664, 2.28359], [-1.62505, -0.87212, 1.00234], [-1.78982, -0.93534, 3.45355], [2.71410, -1.05979, -1.19923], [0.26379, 1.97402, 0.01384], [1.90682, -0.07892, -0.65105], [2.07021, 3.53117, -0.19212], [1.93492, -4.46112, -2.94604], [1.54691, 2.24419, -0.25280], [1.22153, 4.56485, 0.17238], [-0.09921, 4.27723, 0.47134], [2.05331, -2.16354, -1.39052], [2.37887, 1.11227, -0.66927], [-0.53869, 2.95958, 0.38802], [2.49531, -5.33414, -3.27910], [-0.78716, 5.05282, 0.77851], [3.11231, 3.70957, -0.42171], [-1.54294, 2.66318, 0.66476], [1.10281, -4.78543, -2.32622], [1.56262, -3.91680, -3.81109], [3.38963, 1.27045, -1.03089], [1.59196, 5.58082, 0.22842]],
  "forces_ev_per_angstrom": [[0.10, -0.35, 0.14], [0.04, 0.00, -0.16], [-0.14, 0.09, -0.09], [-0.08, 0.15, -0.08], [-0.08, 0.00, 0.02], [-0.06, 0.25, 0.04], [0.09, 0.03, 0.02], [-0.03, -0.04, -0.01], [-0.14, 0.06, 0.14], [0.06, 0.02, -0.07], [0.15, 0.11, -0.07], [-0.08, -0.01, 0.05], [-0.03, -0.08, 0.08], [0.04, -0.06, -0.07], [0.01, -0.01, -0.01], [0.00, 0.00, 0.03], [0.20, -0.17, -0.09], [-0.11, -0.02, 0.05], [0.05, 0.00, 0.09], [0.01, 0.01, -0.01], [0.00, 0.01, -0.02], [0.02, -0.01, 0.01], [0.00, 0.01, 0.00], [0.01, 0.00, 0.01], [-0.01, 0.01, 0.01], [-0.01, -0.01, -0.06], [0.00, 0.00, 0.01]]
}

---

{
  "formula": "C8H8N4O",
  "method": "ωB97M-V/def2-TZVPD",
  "orbital_gap_ev": 9.623,
  "smiles": "COc1cccc(-n2cnnn2)c1",
  "lumo_ev": 0.62,
  "relative_energy_ev": 3.216,
  "energy_ha": -603.8091,
  "species": ["O", "N", "N", "N", "N", "C", "C", "C", "C", "C", "C", "C", "C", "H", "H", "H", "H", "H", "H", "H", "H"],
  "positions_angstrom": [[2.75005, -0.64308, -0.22387], [-3.86709, -0.74019, -0.82990], [-4.07848, -0.26674, 0.44331], [-1.92115, -0.26231, -0.02918], [-2.57916, -0.77932, -1.12454], [1.73755, 1.44133, -0.25338], [1.62230, 0.03280, -0.24714], [-0.60807, 1.82788, -0.27308], [0.34361, -0.51492, -0.18175], [-0.68849, 0.39526, -0.09361], [2.47060, -2.04446, 0.16130], [0.71757, 2.28901, -0.20644], [-2.88720, 0.11587, 0.84880], [0.06411, -1.55003, -0.01797], [1.00954, 3.25187, -0.00368], [-2.61338, 0.60739, 1.79621], [2.72058, 1.76197, -0.24527], [-1.52639, 2.34355, -0.31351], [1.93594, -2.29230, 1.12351], [3.51078, -2.48500, 0.29327], [1.88680, -2.48858, -0.62309]],
  "forces_ev_per_angstrom": [[-0.01, -2.68, 1.25], [2.19, -0.78, 0.39], [1.07, 0.68, -0.92], [-3.47, 1.11, -0.01], [-1.73, 0.66, 0.94], [0.72, -3.21, -0.11], [-1.52, 1.64, -0.17], [1.29, -3.62, 1.29], [0.76, 0.71, 0.77], [0.44, 1.44, -1.90], [2.48, -0.34, 0.61], [-2.61, -0.41, -0.26], [0.12, -0.61, 0.70], [0.36, 0.17, -0.23], [-0.02, 2.57, -0.15], [-0.41, -0.41, -0.64], [1.82, 0.92, 0.16], [-0.59, 0.96, 0.08], [0.40, 1.31, -0.71], [-1.46, 0.33, -0.58], [0.15, -0.46, -0.51]]
}

---

{
  "formula": "C8H8N4O4",
  "method": "ωB97M-V/def2-TZVPD",
  "orbital_gap_ev": 9.436,
  "smiles": "O=c1cc[nH]c(=O)[nH]1.O=c1cc[nH]c(=O)[nH]1",
  "lumo_ev": 0.39,
  "relative_energy_ev": 4.924,
  "energy_ha": -829.5794,
  "species": ["O", "O", "O", "O", "N", "N", "N", "N", "C", "C", "C", "C", "C", "C", "C", "C", "H", "H", "H", "H", "H", "H", "H", "H"],
  "positions_angstrom": [[0.97585, -1.94711, -4.34689], [0.18214, -0.74747, 0.48342], [-1.44655, 3.16870, 2.05588], [-0.28919, 0.96109, -0.89979], [-2.17417, 1.23790, 3.01893], [0.35691, -0.03516, -2.80363], [2.35698, -1.29748, -2.79331], [-0.86826, 1.11265, 1.21812], [1.90484, -0.05385, -0.80569], [-2.34193, -0.13222, 2.93117], [2.89723, -0.67132, -1.52024], [-0.64992, -0.27280, 1.25442], [1.11228, -1.20293, -3.31673], [-1.46169, 1.98929, 2.11041], [-1.61833, -0.98448, 2.07007], [0.57803, 0.35163, -1.42308], [2.82960, -2.24959, -3.12522], [-0.16680, 1.56929, 0.74800], [2.12967, 0.77497, -0.04033], [-0.73232, 0.01183, -3.02825], [-3.15681, -0.35218, 3.59161], [3.97345, -0.87490, -1.25883], [-2.56654, 1.68986, 3.84216], [-1.82447, -2.04570, 2.03779]],
  "forces_ev_per_angstrom": [[-1.77, 2.62, 3.26], [-1.16, -1.71, 3.21], [0.43, 2.01, 0.05], [-0.28, 2.30, -2.20], [-0.51, -0.39, 0.95], [-1.54, -2.70, -0.15], [3.94, -2.11, 2.59], [-0.23, -0.10, 3.07], [2.09, 3.51, -0.92], [1.28, -0.65, -1.48], [-3.17, -0.94, -1.40], [-0.42, -0.31, -0.88], [0.39, 0.01, -3.35], [-0.66, -3.32, 0.04], [-1.80, 2.44, 2.23], [1.38, -2.01, -3.09], [-1.36, 3.08, 0.88], [1.39, 1.14, -1.61], [0.02, -2.05, -0.66], [3.30, -0.23, 0.36], [-0.03, -1.19, 0.22], [-1.55, 0.34, -0.38], [0.00, 0.07, -0.65], [0.27, 0.18, -0.09]]
}

---

{
  "formula": "C8H8N4O4",
  "method": "ωB97M-V/def2-TZVPD",
  "orbital_gap_ev": 9.141,
  "smiles": "O=c1cc[nH]c(=O)[nH]1.O=c1cc[nH]c(=O)[nH]1",
  "lumo_ev": -0.09,
  "relative_energy_ev": 3.850,
  "energy_ha": -829.6189,
  "species": ["O", "O", "O", "O", "N", "N", "N", "N", "C", "C", "C", "C", "C", "C", "C", "C", "H", "H", "H", "H", "H", "H", "H", "H"],
  "positions_angstrom": [[-0.58840, -2.75480, -0.08783], [-1.14402, 0.97127, 2.32266], [2.19476, -0.62874, 1.86157], [0.47160, 2.76039, -0.88029], [1.96163, -1.02078, -0.38265], [1.28882, 1.15783, 0.40669], [-0.72504, -0.80106, 0.94968], [-1.98841, 0.90434, 0.16757], [-1.65812, -0.91309, -1.24751], [0.94210, 1.63317, -0.79048], [0.92932, 0.53949, -1.94814], [-0.99733, -1.60102, -0.16904], [1.28634, -0.73269, -1.59023], [-2.30302, 0.22630, -0.98613], [-1.37938, 0.48450, 1.29677], [1.77168, -0.16495, 0.74318], [-3.12346, 0.57470, -1.63912], [1.23042, -1.68975, -2.21209], [-1.58803, -1.45180, -2.15046], [0.96258, 1.91699, 1.04970], [1.86088, -2.12045, 0.02491], [0.59115, 0.95010, -2.88787], [-0.07103, -1.25600, 1.70275], [-2.64249, 1.77882, 0.54368]],
  "forces_ev_per_angstrom": [[-0.30, 0.22, -1.30], [-0.35, 2.53, 3.03], [-2.40, 2.74, -3.74], [0.60, -0.77, -0.32], [-2.17, -2.09, 2.01], [1.03, -0.95, 2.87], [-0.09, 0.09, 2.03], [-4.70, 5.37, 2.28], [-0.33, -0.65, 0.51], [-1.30, -1.43, -3.91], [0.93, 0.67, 2.67], [1.51, 0.07, 2.56], [0.89, -0.19, -1.11], [-0.25, -0.64, -0.44], [3.02, -6.04, -3.95], [2.59, -1.17, 1.97], [1.00, 0.45, 0.46], [-0.10, 1.83, 0.51], [-0.85, -0.29, -1.07], [1.00, -1.53, 0.49], [0.45, 4.02, -1.70], [-0.17, -0.63, -0.09], [-2.05, 1.13, -1.69], [2.03, -2.74, -2.08]]
}

---

{
  "formula": "C8H8N4O4",
  "method": "ωB97M-V/def2-TZVPD",
  "orbital_gap_ev": 9.503,
  "smiles": "O=c1cc[nH]c(=O)[nH]1.O=c1cc[nH]c(=O)[nH]1",
  "lumo_ev": 0.14,
  "relative_energy_ev": 2.198,
  "energy_ha": -829.6796,
  "species": ["O", "O", "O", "O", "N", "N", "N", "N", "C", "C", "C", "C", "C", "C", "C", "C", "H", "H", "H", "H", "H", "H", "H", "H"],
  "positions_angstrom": [[0.81373, -1.51805, 0.27955], [-5.38551, 1.03895, -0.12767], [2.77491, 2.68221, -0.09719], [-0.89184, 1.77220, 0.03363], [-3.24739, 1.26995, 0.07326], [4.03326, 0.76543, 0.00090], [-1.65120, -0.34398, -0.29887], [1.70646, 0.52012, 0.00801], [-4.29373, 0.45457, 0.00218], [2.82419, 1.40609, -0.01774], [-1.88704, 1.00333, -0.10901], [3.11314, -1.36081, -0.24967], [-3.96832, -1.00713, -0.00208], [1.81569, -0.81713, 0.08817], [4.22111, -0.56884, -0.11974], [-2.63883, -1.41664, -0.07694], [-3.43801, 2.22517, 0.29433], [0.72493, 0.87924, 0.17695], [3.10226, -2.51018, -0.53570], [-0.67652, -0.81962, -0.09416], [5.27440, -0.84630, -0.00212], [-4.77331, -1.77174, 0.13568], [-2.27787, -2.42468, 0.23418], [4.72547, 1.38785, 0.40406]],
  "forces_ev_per_angstrom": [[0.26, 0.04, 0.13], [0.94, -1.98, 0.74], [-0.18, -4.94, 0.66], [-3.02, -1.02, -0.54], [4.64, 1.97, 0.09], [0.30, 1.18, 0.92], [0.31, -4.10, 0.95], [0.14, 2.51, 0.78], [-3.14, -0.78, -1.58], [-1.90, 3.74, -0.82], [1.88, -1.21, 1.43], [1.24, -2.79, -0.19], [1.03, -1.30, 0.25], [-0.20, -1.08, -1.33], [-0.86, -0.99, 0.27], [-1.53, 3.73, 0.51], [-0.37, 0.57, -0.16], [1.09, 0.49, -0.43], [0.39, 2.72, 1.00], [-1.34, 1.84, -0.51], [-0.58, -0.38, -0.57], [0.77, 1.07, -0.10], [-0.14, 1.00, -0.95], [0.28, -0.30, -0.53]]
}

---

{
  "formula": "C8H8NO4S",
  "method": "ωB97M-V/def2-TZVPD",
  "orbital_gap_ev": 7.668,
  "smiles": "O=C([O-])/C(=C/O)C(=O)N1C=CCSC1",
  "lumo_ev": 2.92,
  "charge": -1,
  "relative_energy_ev": 0.305,
  "energy_ha": -1063.5861,
  "species": ["S", "O", "O", "O", "O", "N", "C", "C", "C", "C", "C", "C", "C", "C", "H", "H", "H", "H", "H", "H", "H", "H"],
  "positions_angstrom": [[-0.34564, -1.70516, 2.80985], [1.38943, 1.89107, -0.37937], [-2.21501, 0.68008, 0.11904], [1.09185, 2.48202, -2.53709], [-2.71923, 1.35734, -2.51078], [-0.17035, -0.15065, 0.47813], [0.90591, -0.90784, 0.00198], [1.44305, -1.97686, 0.59057], [1.12292, -2.35979, 2.03157], [-0.25000, -0.06162, 1.84918], [-1.42452, 1.46906, -2.46676], [-0.54840, 1.25129, -1.43446], [0.79451, 1.89941, -1.48077], [-1.06689, 0.57875, -0.28065], [2.19163, -2.46880, 0.04095], [-1.05869, 0.54443, 2.22068], [1.00322, -0.76104, -1.09864], [-0.95664, 2.17881, -3.27434], [0.71803, 0.33186, 2.17468], [1.97742, -1.99275, 2.64319], [-2.93872, 1.15947, -1.59375], [1.05611, -3.43909, 2.09677]],
  "forces_ev_per_angstrom": [[-0.73, 0.86, -1.13], [0.47, 0.04, -0.10], [-1.28, 0.18, 0.03], [0.36, -0.03, -0.36], [-1.22, -0.56, -0.10], [0.40, -1.13, -0.17], [-1.58, -0.02, -2.76], [-1.44, 1.55, 1.47], [1.79, 0.24, -0.14], [0.69, -0.62, 2.63], [3.79, 3.40, -0.88], [-2.07, -0.87, -1.94], [0.58, 0.73, 0.51], [1.09, -0.13, 0.25], [0.81, -0.85, -0.33], [-0.24, 0.15, -0.18], [0.53, 0.06, 1.04], [-0.88, -1.89, 1.04], [-0.18, 0.21, 0.30], [-0.31, -0.62, -0.19], [-0.75, -0.46, 0.80], [0.14, -0.25, 0.20]]
}

---

{
  "formula": "C8H8NPS",
  "method": "ωB97M-V/def2-TZVPD",
  "orbital_gap_ev": 9.317,
  "smiles": "Cc1nc2cccc(P)c2s1",
  "lumo_ev": 0.58,
  "relative_energy_ev": 0.000,
  "energy_ha": -1103.9102,
  "species": ["S", "P", "N", "C", "C", "C", "C", "C", "C", "C", "C", "H", "H", "H", "H", "H", "H", "H", "H"],
  "positions_angstrom": [[0.48633, 0.36236, -1.76171], [1.25211, -3.09080, -0.83259], [-0.59683, 1.75745, 0.21721], [-0.66680, -1.25757, 2.31171], [0.33594, -1.84754, 0.12001], [-0.27388, 1.86422, -1.03560], [-0.26364, 3.11469, -1.83781], [-0.11739, -2.18205, 1.43781], [-0.32017, 0.48487, 0.70196], [0.23364, -0.39917, -0.25199], [-0.69555, 0.04764, 1.99229], [2.41452, -2.27454, -0.65170], [-1.26957, 3.62268, -1.81509], [0.07656, -3.22858, 1.76420], [-0.98554, 0.70752, 2.67323], [0.07297, 2.95144, -2.83082], [-0.94713, -1.72451, 3.27677], [0.51579, 3.81270, -1.44087], [0.74862, -2.72080, -2.03702]],
  "forces_ev_per_angstrom": [[-0.72, 1.15, 0.61], [0.43, -0.28, 1.86], [0.51, 0.08, -1.15], [0.48, -1.98, 1.10], [-0.85, 2.37, 1.81], [0.86, -0.99, 0.67], [-0.38, 1.36, 1.05], [1.32, -0.92, -2.74], [-0.22, -0.48, -0.60], [-0.62, -3.04, 1.83], [0.88, -1.19, -2.87], [-0.01, -0.33, -0.96], [1.10, -0.49, -0.07], [-0.47, 0.84, -0.28], [-1.45, 2.97, 2.59], [-0.14, -0.37, -1.07], [-0.01, 1.07, -0.42], [-0.80, -0.42, 0.09], [0.10, 0.65, -1.45]]
}